C19H36F3N2O7 | ωB97M-V/def2-TZVPD

Last column: natural (NBO) charge in e.
Positions of all 67 atoms, in Å:
1 F 3.7114 -2.8095 0.1242  -0.345
2 C 2.4707 -3.4188 0.6544  1.177
3 F 2.4959 -3.6258 2.1509  -0.349
4 F 2.3100 -4.7560 -0.0193  -0.358
5 O 1.2352 -2.6715 0.3772  -0.511
6 C 1.4755 -1.4521 -0.4078  0.081
7 N 0.1324 -0.7000 -0.4631  -0.841
8 C -0.9654 -1.5378 0.1987  0.198
9 C -1.8098 -2.7014 -0.6589  -0.259
10 C -2.9056 -3.4734 0.3214  -0.281
11 C -3.1908 -3.1504 1.8889  -0.086
12 N -2.4174 -2.0829 2.5833  -0.489
13 C -1.3886 -1.3827 1.7641  -0.064
14 H 1.8442 -1.6866 -1.4967  0.146
15 H 2.2434 -0.7129 0.0876  0.152
16 H -1.6146 -2.9583 -1.7831  0.231
17 H -3.5420 -4.3495 -0.1707  0.198
18 H -4.0170 -3.7547 2.4725  0.207
19 H -0.7666 -0.5489 2.3545  0.206
20 C -7.6166 0.8405 3.1032  -0.253
21 O -6.2527 1.1620 3.3513  -0.561
22 C -5.3775 0.0661 3.0623  -0.090
23 C -4.6822 0.2501 1.7103  -0.103
24 O -5.6183 0.1779 0.6303  -0.554
25 C -5.9656 1.4655 0.1309  -0.253
26 H -8.1946 1.7702 3.1112  0.179
27 H -7.7549 0.3550 2.1340  0.182
28 H -7.9925 0.1901 3.8992  0.160
29 H -5.9193 -0.8872 3.1002  0.171
30 H -4.6172 0.0500 3.8501  0.195
31 H -3.9677 -0.5654 1.5683  0.232
32 H -4.1218 1.1938 1.6799  0.171
33 H -5.1389 1.8644 -0.4645  0.169
34 H -6.2114 2.1647 0.9346  0.173
35 H -6.8415 1.3567 -0.5144  0.177
36 C 7.2209 0.1766 3.6086  -0.256
37 O 7.5769 -0.6641 2.5170  -0.558
38 C 6.4469 -1.0057 1.7064  -0.092
39 C 6.4033 -0.1635 0.4281  -0.092
40 O 6.1546 1.2148 0.7220  -0.549
41 C 7.3423 1.9992 0.6736  -0.255
42 H 8.1400 0.5885 4.0377  0.182
43 H 6.5818 1.0065 3.2971  0.182
44 H 6.7118 -0.4134 4.3772  0.169
45 H 5.5139 -0.9070 2.2752  0.186
46 H 6.5603 -2.0592 1.4304  0.189
47 H 5.5745 -0.5115 -0.1944  0.199
48 H 7.3281 -0.2791 -0.1524  0.169
49 H 7.6358 2.1584 -0.3683  0.164
50 H 8.1653 1.5316 1.2206  0.177
51 H 7.1295 2.9697 1.1298  0.186
52 C -1.7509 2.1921 -5.8228  -0.254
53 O -1.7250 2.8304 -4.5512  -0.563
54 C -1.8006 1.8912 -3.4729  -0.089
55 C -0.4234 1.6464 -2.8497  -0.117
56 O 0.4507 0.9797 -3.7660  -0.549
57 C 1.3738 1.8745 -4.3785  -0.252
58 H -1.4536 2.9247 -6.5800  0.178
59 H -1.0627 1.3446 -5.8717  0.183
60 H -2.7682 1.8550 -6.0452  0.161
61 H -2.2554 0.9498 -3.8058  0.176
62 H -2.4574 2.3298 -2.7146  0.182
63 H -0.5407 0.9882 -1.9845  0.260
64 H 0.0225 2.5856 -2.4966  0.161
65 H 2.1526 2.1482 -3.6603  0.166
66 H 0.8836 2.7776 -4.7518  0.171
67 H 1.8406 1.3591 -5.2221  0.177

DFT total energy (eV): -45739.8860
Gap between HOMO and LUMO (eV): 6.0
Charge: -1